A molecular structure, C19H28BrO2V in a non-equilibrium geometry. Source: the OMol25 dataset; level of theory: ωB97M-V/def2-TZVPD.

Properties
LUMO level (spin up / spin down) = -5.307 / -4.623 eV
multiplicity = 2
charge = +1
HOMO (spin up / spin down) = -11.5 / -11.5 eV
total energy = -119972.485 eV

Structure (XYZ):
```
51
C19H28BrO2V | the OMol25 dataset | ωB97M-V/def2-TZVPD
O 1.08952 0.43642 -1.76783
C 0.79543 -0.96827 -1.33852
C 2.21145 -1.46605 -1.42277
H 0.15484 -1.44803 -2.04076
H 0.29919 -1.03853 -0.35328
C 2.44512 0.08418 -1.50523
H 2.40050 -2.07203 -2.31434
H 2.61713 -1.98142 -0.50537
C 3.26798 0.58788 -2.70510
H 2.83139 0.34834 -3.73201
H 4.33420 0.18263 -2.60516
H 3.28066 1.67483 -2.53189
C 2.93487 0.38034 -0.05157
H 2.21805 -0.01318 0.73575
H 3.02099 1.49539 0.11441
H 3.87613 -0.24016 -0.05441
V -0.70615 0.55623 2.84199
C 0.67680 -0.28846 4.43728
C -0.64002 -0.80993 4.71658
C -1.03697 -1.59992 3.60212
H -1.16791 -0.73009 5.66579
C 0.00927 -1.54643 2.61318
C 1.06262 -0.73184 3.13208
H 2.01082 -0.57162 2.63742
H 1.33137 0.28349 5.09597
H -1.93351 -2.20076 3.48124
H 0.05618 -2.08136 1.67205
C -0.28383 2.61991 3.74618
C 0.99157 2.32893 3.05088
C 0.79580 2.48376 1.63813
H 1.95111 2.14425 3.56009
C -0.61720 2.59239 1.45022
C -1.27477 2.81049 2.74421
H -2.27327 3.24449 2.87177
H -0.39528 2.84016 4.81205
H 1.53952 2.80464 0.87920
H -1.12035 2.59789 0.48340
O -1.83584 -0.26844 -2.27388
C -1.28324 -0.81240 -3.60422
C -2.49120 -1.20596 -4.50332
H -0.68298 -1.69282 -3.22743
H -0.49570 -0.12762 -4.02174
C -3.70932 -1.17787 -3.53675
H -2.32925 -2.21183 -4.89686
H -2.69342 -0.54948 -5.36589
C -3.20202 -0.65843 -2.15078
H -4.13442 -2.19193 -3.55513
H -4.48598 -0.50815 -3.93180
H -3.30428 -1.49065 -1.41740
H -3.76180 0.22694 -1.81246
Br -2.34380 -0.03994 1.24388
```

Atomic partial charges in e from the natural (NBO) method, atoms 1 to 8: O -0.548; C -0.045; C -0.483; H 0.194; H 0.157; C 0.274; H 0.220; H 0.200